The following is a DFT calculation (ωB97M-V/def2-TZVPD) of a cluster of 6 separate species, C31H55N4O11 in total in a non-equilibrium geometry.

Properties
- E_tot: -61517.528 eV
- Strongest force on any atom: 1.65 eV Å⁻¹
- Orbital gap: 9.284 eV
- Total charge: +1

Cartesian coordinates (Å):
C  2.59  -5.08  -1.76
O  3.62  -4.21  -1.32
C  3.97  -3.19  -2.25
C  3.35  -1.81  -2.00
C  2.01  -1.78  -1.24
C  2.18  -1.53  0.27
C  2.24  -2.81  1.11
C  3.47  -2.87  2.03
N  4.49  -3.75  1.45
C  5.70  -3.42  1.10
N  6.53  -4.35  0.61
C  7.43  -3.93  -0.51
C  7.72  -2.43  -0.54
C  6.56  -1.60  -0.02
N  6.98  -0.22  0.09
N  6.14  -2.12  1.28
H  2.95  -6.09  -1.93
H  2.08  -4.70  -2.64
H  1.83  -5.14  -0.99
H  3.77  -3.51  -3.27
H  5.05  -3.08  -2.18
H  4.02  -1.15  -1.47
H  3.19  -1.35  -2.96
H  1.46  -0.92  -1.61
H  1.37  -2.64  -1.42
H  3.05  -0.90  0.44
H  1.32  -0.98  0.61
H  1.39  -2.80  1.78
H  2.15  -3.71  0.52
H  3.84  -1.88  2.20
H  3.19  -3.28  2.99
H  4.21  -4.71  1.32
H  5.97  -5.13  0.26
H  8.37  -4.44  -0.38
H  7.03  -4.25  -1.47
H  7.89  -2.15  -1.58
H  8.63  -2.18  -0.01
H  5.76  -1.71  -0.74
H  7.17  0.11  -0.86
H  6.22  0.34  0.46
H  6.93  -2.12  1.93
O  -0.75  -1.30  1.43
C  -1.10  -0.15  1.45
O  -1.70  0.44  0.39
C  -1.92  1.84  0.67
C  -1.93  1.94  2.18
C  -0.94  0.85  2.58
H  -1.12  2.43  0.21
H  -2.88  2.14  0.23
H  -1.67  2.93  2.55
H  -2.92  1.69  2.55
H  0.10  1.20  2.60
H  -1.19  0.38  3.53
O  -4.62  2.67  2.08
C  -5.67  2.38  2.58
O  -5.76  1.86  3.82
C  -7.13  1.51  4.11
C  -7.97  2.35  3.16
C  -7.04  2.47  1.95
H  -7.26  0.44  3.93
H  -7.34  1.72  5.16
H  -8.94  1.92  2.94
H  -8.13  3.34  3.59
H  -7.17  1.64  1.26
H  -7.17  3.42  1.44
O  -7.64  -1.11  1.71
C  -6.48  -1.33  1.51
O  -5.81  -0.80  0.45
C  -4.46  -1.30  0.41
C  -4.16  -1.75  1.84
C  -5.54  -2.20  2.32
H  -4.41  -2.13  -0.30
H  -3.80  -0.51  0.08
H  -3.39  -2.52  1.89
H  -3.83  -0.90  2.43
H  -5.74  -3.25  2.08
H  -5.69  -2.03  3.38
O  4.98  -0.01  -3.80
C  5.06  0.13  -4.99
O  6.05  -0.42  -5.72
C  5.94  0.00  -7.10
C  4.48  0.41  -7.27
C  4.13  0.93  -5.88
H  6.62  0.83  -7.26
H  6.23  -0.82  -7.75
H  4.33  1.13  -8.07
H  3.87  -0.47  -7.50
H  4.37  1.99  -5.77
H  3.09  0.76  -5.62
O  -8.32  5.37  1.27
C  -7.61  6.33  1.18
O  -7.89  7.38  0.38
C  -6.80  8.33  0.41
C  -6.07  8.06  1.71
C  -6.29  6.56  1.89
H  -6.17  8.16  -0.47
H  -7.21  9.34  0.35
H  -5.03  8.36  1.69
H  -6.56  8.60  2.53
H  -5.52  5.97  1.38
H  -6.35  6.26  2.93